A molecular structure, C25H24FN4O6RuS3Te. Source: the OMol25 dataset; level of theory: the ωB97M-V functional and the def2-TZVPD basis.

Geometry as XYZ:
```
65
Properties=species:S:1:pos:R:3:mulliken_charge:R:1
Ru -0.32 0.94 0.35 0.5257
O -1.35 1.98 4.55 -0.7010
C -0.11 2.04 5.05 0.2686
C 0.03 2.28 6.42 -0.6824
C 1.28 2.36 7.01 -0.2709
C 2.43 2.20 6.24 -0.7895
C 2.30 1.95 4.88 -0.3168
C 1.05 1.87 4.27 0.2112
C 0.94 1.59 2.81 1.1605
O -0.23 1.62 2.30 -1.1521
N 2.06 1.34 2.17 -0.5922
N 1.83 1.09 0.82 0.4215
C 2.88 1.18 0.12 -0.2223
S 2.93 0.68 -1.57 0.0046
C 4.44 1.62 -1.90 -0.6654
C 5.38 1.43 -0.72 -0.6254
S 4.43 1.69 0.81 -0.1360
H -1.27 1.81 3.58 0.3734
H -0.88 2.39 7.00 0.4052
H 1.35 2.55 8.07 0.3336
H 3.41 2.26 6.69 0.3718
H 3.17 1.81 4.26 0.4605
H 4.20 2.68 -2.02 0.2924
H 4.87 1.25 -2.83 0.4027
H 6.19 2.16 -0.74 0.3971
H 5.80 0.43 -0.73 0.2840
C -5.69 -4.43 -0.25 -1.4105
C -4.40 -3.72 0.05 0.8699
C -3.38 -3.63 -0.88 -1.1964
C -2.18 -2.98 -0.61 1.3807
C -1.16 -2.86 -1.70 -1.2351
C -1.98 -2.41 0.65 -0.2496
Te -0.09 -1.55 1.16 -0.1869
C -3.02 -2.44 1.59 1.3559
C -2.90 -1.74 2.91 -1.4959
C -4.20 -3.10 1.28 -1.1529
H -5.70 -4.79 -1.28 0.3352
H -6.55 -3.77 -0.13 0.3139
H -5.84 -5.29 0.41 0.2930
H -3.53 -4.07 -1.87 0.1470
H -1.59 -3.17 -2.66 0.3209
H -0.28 -3.47 -1.50 0.3515
H -0.81 -1.83 -1.79 -0.0130
H -2.68 -0.68 2.74 0.1388
H -2.08 -2.14 3.51 0.3369
H -3.83 -1.82 3.48 0.3408
H -5.00 -3.11 2.02 0.2301
F 3.88 0.84 -5.41 -0.3822
C 2.55 0.66 -5.28 0.5460
C 1.81 1.52 -4.56 -0.2526
N 0.45 1.39 -4.43 0.1227
C -0.26 2.28 -3.51 -1.2276
C -0.17 1.80 -2.05 1.3329
O -0.03 2.68 -1.18 -0.7953
O -0.26 0.58 -1.83 -0.5659
C -0.23 0.38 -5.06 0.4760
O -1.44 0.27 -5.09 -0.6348
N 0.59 -0.53 -5.74 -0.0517
C 1.96 -0.48 -5.94 0.3289
O 2.54 -1.31 -6.61 -0.6802
H 2.25 2.36 -4.05 0.3810
H -1.31 2.30 -3.81 0.4221
H 0.17 3.27 -3.59 0.2853
H 0.09 -1.30 -6.17 0.2179
S -2.54 1.08 0.28 -0.7557
```

Properties
Total charge: -2
Relative energy (zero: lowest compared OMol25 entry of this formula, charge and spin): 4.41 kcal/mol
LUMO (alpha / beta): 3.93 / 3.93 eV
Calculated total energy: -3295.0236 a.u.
M: 820.358 g/mol
Expectation value of S²: 0.77
Spin multiplicity: 2